{"formula": "C17H16N2O3", "method": "ωB97M-V/def2-TZVPD", "elements": ["O", "O", "O", "N", "N", "C", "C", "C", "C", "C", "C", "C", "C", "C", "C", "C", "C", "C", "C", "C", "C", "C", "H", "H", "H", "H", "H", "H", "H", "H", "H", "H", "H", "H", "H", "H", "H", "H"], "positions_angstrom": [[2.05017, -0.38432, -1.71645], [4.89809, -0.22987, 0.43377], [1.89381, 1.41493, 1.54518], [0.41776, 1.99275, -0.05763], [2.89543, -1.20131, 0.79599], [-1.85331, 1.15998, 0.42781], [-0.06672, -1.38665, -1.35636], [-3.99636, -0.46719, -0.28414], [1.59126, -1.46471, 0.38931], [-0.72518, 2.07446, 0.82743], [-3.44309, -0.55945, 0.98091], [1.65464, 1.68634, 0.38644], [3.13442, 0.28978, -1.10751], [-3.47609, 0.43462, -1.19669], [-0.93275, -2.11305, -0.55912], [-0.55424, -2.48871, 0.71809], [3.74593, -0.40594, 0.11092], [-2.41566, 1.24736, -0.83980], [2.73405, 1.72195, -0.68574], [-2.37267, 0.24441, 1.33154], [0.70449, -2.16609, 1.19229], [1.19504, -1.05532, -0.88672], [1.01612, -2.46595, 2.18150], [-1.08799, 3.11178, 0.84088], [3.20970, -1.56692, 1.68527], [-1.90796, -2.37651, -0.93602], [-3.90392, 0.51183, -2.18555], [2.39947, 2.27216, -1.56597], [3.61857, 2.20257, -0.26587], [-4.83170, -1.09423, -0.55895], [-0.34524, -1.08115, -2.35217], [3.90793, 0.35902, -1.88139], [-1.23557, -3.04351, 1.34372], [0.25720, 2.13657, -1.04142], [-3.84524, -1.26070, 1.69692], [-2.03280, 1.96548, -1.55189], [-0.35846, 1.81936, 1.82404], [-1.93911, 0.16621, 2.31737]], "nbo_charge": [-0.49, -0.59, -0.63, -0.61, -0.60, 0.06, -0.23, -0.22, 0.15, -0.27, -0.20, 0.68, 0.02, -0.20, -0.21, -0.22, 0.66, -0.25, -0.51, -0.23, -0.24, 0.24, 0.21, 0.20, 0.42, 0.22, 0.21, 0.22, 0.26, 0.22, 0.22, 0.22, 0.22, 0.40, 0.21, 0.20, 0.25, 0.22], "lumo_energy_ev": 0.649, "largest_force_ev_per_a": 0.8, "de_lowest_kcal_mol": 11.62, "e_tot_ha": -992.6929, "multiplicity": 1, "charge": 0}


{"formula": "C42H98O21", "method": "ωB97M-V/def2-TZVPD", "elements": ["O", "O", "O", "O", "O", "O", "O", "O", "O", "O", "O", "O", "O", "O", "O", "O", "O", "O", "O", "O", "O", "C", "C", "C", "C", "C", "C", "C", "C", "C", "C", "C", "C", "C", "C", "C", "C", "C", "C", "C", "C", "C", "C", "C", "C", "C", "C", "C", "C", "C", "C", "C", "C", "C", "C", "C", "C", "C", "C", "C", "C", "C", "C", "H", "H", "H", "H", "H", "H", "H", "H", "H", "H", "H", "H", "H", "H", "H", "H", "H", "H", "H", "H", "H", "H", "H", "H", "H", "H", "H", "H", "H", "H", "H", "H", "H", "H", "H", "H", "H", "H", "H", "H", "H", "H", "H", "H", "H", "H", "H", "H", "H", "H", "H", "H", "H", "H", "H", "H", "H", "H", "H", "H", "H", "H", "H", "H", "H", "H", "H", "H", "H", "H", "H", "H", "H", "H", "H", "H", "H", "H", "H", "H", "H", "H", "H", "H", "H", "H", "H", "H", "H", "H", "H", "H", "H", "H", "H", "H", "H", "H"], "positions_angstrom": [[13.94094, -17.77679, 4.86511], [12.62803, -18.16216, 8.71443], [16.06857, -9.86659, 9.21211], [9.62620, -14.21299, 9.98578], [12.73263, -9.33441, 13.96688], [14.32928, -6.77064, 12.11851], [14.88365, -9.22657, 16.06223], [16.92870, -12.54249, 9.38389], [16.30818, -14.54211, 14.94276], [7.29796, -12.92236, 11.80779], [11.27708, -17.85675, 2.17864], [10.40818, -14.51847, 3.12761], [14.09833, -14.39304, 8.16307], [11.52667, -11.47423, 8.67806], [14.71494, -13.26547, 12.75684], [12.04792, -20.69766, 5.43346], [11.43718, -11.93027, 4.55235], [15.49645, -18.55167, 10.85643], [9.83671, -19.21010, 7.06161], [12.25611, -14.80637, 13.81336], [17.33435, -16.92766, 4.26408], [10.55354, -16.64518, 2.02335], [10.91897, -13.31162, 2.59270], [13.36118, -15.60251, 14.13548], [16.18107, -17.73063, 11.76916], [14.35401, -17.93846, 10.33497], [11.26029, -15.63358, 2.92114], [15.33390, -18.03211, 4.79341], [15.24646, -8.72637, 9.20686], [10.88989, -12.74497, 5.56938], [11.30263, -12.83284, 9.04415], [15.68920, -10.07639, 16.84810], [13.33793, -12.87159, 12.72318], [6.49416, -12.80301, 12.96221], [15.50738, -12.62763, 13.70691], [13.24907, -7.71020, 12.26500], [18.18419, -15.78273, 4.22506], [13.28996, -20.12210, 5.05443], [13.82625, -15.34596, 7.15368], [13.82071, -5.56194, 11.55764], [13.49962, -9.45288, 16.26963], [12.71242, -8.69812, 15.22606], [7.91386, -14.21518, 11.71655], [16.06428, -16.69370, 4.86296], [17.30083, -15.53160, 14.98052], [15.40658, -13.88985, 8.09712], [13.16632, -18.82958, 4.28097], [12.43033, -13.40251, 13.81383], [9.09028, -18.51549, 6.10649], [13.85689, -18.70882, 9.12918], [9.81992, -12.94224, 9.38675], [11.19613, -21.07240, 4.37146], [12.81736, -11.35143, 8.13513], [11.57250, -19.10512, 8.66293], [11.16280, -18.79433, 1.15830], [16.14622, -10.47205, 10.47009], [15.76196, -13.34613, 9.46355], [13.74929, -8.88017, 13.09226], [16.67820, -13.45361, 14.12685], [11.96904, -12.65127, 3.47386], [8.29304, -14.52911, 10.27356], [17.10180, -11.65798, 10.46826], [10.35625, -18.39648, 8.07997], [14.16152, -15.50686, 13.39635], [15.00571, -12.25623, 14.62112], [9.89068, -13.06782, 5.23619], [14.51155, -16.88389, 10.05385], [13.02697, -7.64713, 15.21640], [13.43905, -18.76982, 3.22293], [15.83222, -11.62472, 13.36488], [13.89212, -5.68106, 10.46756], [15.57736, -18.46752, 3.81726], [9.61110, -12.15254, 10.11515], [17.40410, -16.04302, 14.01780], [16.71676, -9.77656, 16.67407], [12.75281, -15.51727, 7.20930], [9.48012, -16.74393, 2.19514], [13.57508, -11.04209, 8.85725], [12.76967, -13.11715, 14.81808], [12.93145, -8.01586, 11.26317], [13.55872, -17.86853, 11.09581], [15.51407, -13.12580, 7.31726], [16.14407, -14.68468, 7.90267], [11.55501, -16.14704, 3.84049], [18.25326, -15.13288, 15.34585], [16.60258, -16.88805, 11.20297], [13.01327, -13.25683, 11.75288], [11.94772, -19.53262, 1.32873], [14.29596, -16.29602, 7.43575], [12.47713, -7.17789, 12.82450], [11.86612, -12.98441, 9.96854], [11.65978, -8.67072, 15.52395], [7.53274, -14.02762, 9.66197], [7.12117, -12.87970, 13.85647], [16.40738, -9.70590, 11.21496], [9.62102, -18.18071, 8.86644], [5.97409, -11.85179, 12.86986], [15.46822, -11.12161, 16.58907], [14.92937, -12.75061, 9.85657], [8.85605, -14.08742, 12.26685], [11.90631, -19.96219, 8.07384], [13.33384, -10.53015, 16.11294], [13.19651, -12.15140, 7.49547], [10.21349, -19.34876, 1.10984], [14.18656, -15.04026, 6.16883], [8.35189, -17.83406, 6.55529], [8.19299, -15.60921, 10.14078], [10.10023, -12.58569, 2.57363], [18.10856, -11.24689, 10.35988], [15.45499, -10.00842, 17.91953], [15.43825, -15.92542, 4.39891], [15.91899, -14.15504, 10.18903], [11.43864, -13.04099, 13.53969], [15.12106, -8.20057, 10.16240], [10.69027, -17.41426, 7.72126], [14.70639, -8.58678, 13.53336], [10.71993, -16.32314, 0.98349], [9.24865, -12.86045, 8.45738], [11.45143, -22.09473, 4.05557], [13.29911, -11.77799, 12.63095], [5.71288, -13.57312, 13.01350], [13.18269, -9.17006, 17.28098], [10.17263, -21.16339, 4.73554], [17.17680, -13.81050, 13.20855], [15.19538, -10.88221, 10.86813], [12.81708, -10.54156, 7.38861], [14.21665, -8.94342, 8.90587], [19.13365, -16.04845, 4.69471], [11.31561, -13.72650, 5.81010], [11.31423, -19.48007, 9.66358], [11.24718, -20.36151, 3.54488], [13.81555, -15.24505, 15.07190], [11.24114, -13.42614, 1.55145], [14.43475, -4.72965, 11.88659], [12.12359, -18.52051, 4.33055], [15.63950, -18.67180, 5.62468], [8.58858, -19.20145, 5.42807], [13.12841, -16.65964, 14.23814], [15.53886, -17.33808, 12.56379], [12.15606, -15.27393, 2.40986], [13.81211, -19.78482, 9.31851], [9.71458, -17.85010, 5.48536], [14.60852, -18.58601, 8.33556], [10.74981, -12.14903, 6.46672], [13.93782, -20.90035, 4.62675], [16.30205, -16.43787, 5.90351], [16.99606, -18.30155, 12.20752], [13.71321, -19.91256, 6.04096], [12.76106, -5.39500, 11.76245], [15.68940, -8.02718, 8.49796], [17.76504, -14.95251, 4.79546], [18.35224, -15.54284, 3.17612], [11.27653, -18.35812, 0.15604], [16.96988, -16.28052, 15.70248], [14.00699, -9.74258, 12.47166], [17.44329, -12.84670, 14.63283], [11.50047, -13.52964, 8.23153], [7.27596, -14.96883, 12.18195], [12.37982, -11.85319, 2.83540], [17.03345, -12.21858, 11.40567], [12.84663, -13.28727, 3.64855]], "lowdin_charge": [-0.16, -0.15, -0.15, -0.13, -0.13, -0.21, -0.19, -0.12, -0.18, -0.21, -0.23, -0.15, -0.20, -0.17, -0.14, -0.20, -0.15, -0.17, -0.18, -0.18, -0.20, -0.17, -0.19, -0.11, -0.11, -0.22, -0.17, -0.18, -0.10, -0.10, -0.19, -0.10, -0.15, -0.12, -0.23, -0.18, -0.09, -0.18, -0.09, -0.10, -0.20, -0.19, -0.18, -0.20, -0.11, -0.21, -0.18, -0.17, -0.12, -0.20, -0.17, -0.09, -0.12, -0.17, -0.13, -0.23, -0.18, -0.19, -0.21, -0.22, -0.20, -0.17, -0.19, 0.07, 0.12, 0.09, 0.12, 0.14, 0.12, 0.12, 0.09, 0.13, 0.14, 0.08, 0.09, 0.08, 0.13, 0.07, 0.12, 0.13, 0.14, 0.13, 0.12, 0.12, 0.09, 0.09, 0.12, 0.08, 0.08, 0.12, 0.12, 0.13, 0.13, 0.09, 0.13, 0.12, 0.09, 0.08, 0.11, 0.13, 0.12, 0.12, 0.08, 0.09, 0.08, 0.09, 0.12, 0.13, 0.13, 0.09, 0.12, 0.13, 0.13, 0.07, 0.12, 0.13, 0.12, 0.13, 0.09, 0.11, 0.08, 0.13, 0.08, 0.12, 0.10, 0.10, 0.07, 0.08, 0.09, 0.13, 0.07, 0.09, 0.13, 0.09, 0.11, 0.13, 0.08, 0.09, 0.07, 0.13, 0.13, 0.08, 0.12, 0.07, 0.13, 0.11, 0.09, 0.12, 0.08, 0.10, 0.08, 0.08, 0.09, 0.09, 0.09, 0.13, 0.10, 0.12, 0.13, 0.11, 0.13], "lumo_energy_ev": 0.723, "largest_force_ev_per_a": 2.3, "de_lowest_kcal_mol": 179.62, "e_tot_ha": -3238.6068, "multiplicity": 1, "charge": 0}


{"formula": "C4H6CsLiO", "method": "ωB97M-V/def2-TZVPD", "elements": ["Cs", "O", "C", "C", "C", "C", "Li", "H", "H", "H", "H", "H", "H"], "positions_angstrom": [[-0.77638, 2.31866, -1.99913], [-1.03713, 1.21193, 1.30721], [1.29036, -0.35989, -1.83298], [-0.17451, -0.94542, 0.99924], [-0.43134, 0.26588, 1.81485], [0.14698, -0.90387, -1.17660], [-1.32486, 3.03000, 1.70537], [-1.04286, -1.59482, 0.97767], [0.76859, -1.39962, 1.27937], [1.41859, -0.54752, -2.89471], [1.95864, 0.37375, -1.39228], [-0.30196, 0.16333, 2.89172], [-0.49411, -1.61242, -1.67972]], "nbo_charge": [0.98, -0.97, -0.53, -0.38, 0.10, -0.26, 0.96, 0.20, 0.21, 0.20, 0.19, 0.14, 0.17], "lumo_energy_ev": [-4.448, -4.620], "largest_force_ev_per_a": 6.8, "de_lowest_kcal_mol": 0.00, "e_tot_ha": -258.5492, "multiplicity": 2, "charge": 1}


What did the third record say?
{"formula": "C4H6CsLiO", "method": "ωB97M-V/def2-TZVPD", "elements": ["Cs", "O", "C", "C", "C", "C", "Li", "H", "H", "H", "H", "H", "H"], "positions_angstrom": [[-0.77638, 2.31866, -1.99913], [-1.03713, 1.21193, 1.30721], [1.29036, -0.35989, -1.83298], [-0.17451, -0.94542, 0.99924], [-0.43134, 0.26588, 1.81485], [0.14698, -0.90387, -1.17660], [-1.32486, 3.03000, 1.70537], [-1.04286, -1.59482, 0.97767], [0.76859, -1.39962, 1.27937], [1.41859, -0.54752, -2.89471], [1.95864, 0.37375, -1.39228], [-0.30196, 0.16333, 2.89172], [-0.49411, -1.61242, -1.67972]], "nbo_charge": [0.98, -0.97, -0.53, -0.38, 0.10, -0.26, 0.96, 0.20, 0.21, 0.20, 0.19, 0.14, 0.17], "lumo_energy_ev": [-4.448, -4.620], "largest_force_ev_per_a": 6.8, "de_lowest_kcal_mol": 0.00, "e_tot_ha": -258.5492, "multiplicity": 2, "charge": 1}